Below is a structure of composition C23H27N8ORuSSe2 at a distorted geometry, with properties calculated with ωB97M-V/def2-TZVPD.

Each line ends with the natural charge from an NBO analysis.
Cartesian coordinates (Å):
Ru (-0.273, -0.688, 0.518)  0.337
C (1.251, -0.969, 3.102)  -0.258
C (2.182, -0.227, 2.138)  0.126
N (1.833, -0.518, 0.729)  -0.609
C (2.528, -1.628, 0.061)  -0.247
C (2.006, -2.998, 0.469)  -0.524
S (0.168, -3.109, 0.467)  0.414
C (-0.170, -3.523, 2.213)  -0.557
C (-0.757, -2.358, 3.005)  -0.236
N (-0.141, -1.083, 2.607)  -0.535
H (1.261, -0.442, 4.057)  0.235
H (1.640, -1.969, 3.290)  0.213
H (3.196, -0.573, 2.356)  0.214
H (3.035, 1.681, 2.478)  0.424
H (1.995, 0.347, 0.197)  0.465
H (3.609, -1.584, 0.236)  0.204
H (2.339, -1.498, -1.001)  0.254
H (2.349, -3.306, 1.458)  0.216
H (2.366, -3.737, -0.245)  0.253
H (0.758, -3.896, 2.644)  0.232
H (-0.872, -4.356, 2.223)  0.255
H (-0.626, -2.544, 4.077)  0.213
H (-1.822, -2.264, 2.827)  0.227
H (-0.687, -0.327, 3.009)  0.410
Se (-0.551, 1.638, 1.122)  0.602
Se (-2.022, 1.528, -1.284)  -0.258
C (-3.008, 0.107, -0.546)  0.057
C (-4.392, 0.038, -0.771)  -0.254
C (-5.124, -1.030, -0.318)  -0.141
C (-4.463, -2.051, 0.359)  -0.277
C (-3.114, -1.917, 0.568)  0.046
N (-2.377, -0.863, 0.164)  -0.490
C (0.565, 2.760, -0.027)  0.090
C (0.222, 4.096, -0.160)  -0.255
C (1.033, 4.889, -0.952)  -0.135
C (2.144, 4.320, -1.562)  -0.247
C (2.403, 2.980, -1.342)  0.041
N (1.625, 2.201, -0.580)  -0.532
H (-4.857, 0.847, -1.316)  0.242
H (-6.189, -1.086, -0.501)  0.231
H (-4.979, -2.932, 0.712)  0.232
H (-2.570, -2.715, 1.051)  0.180
H (-0.648, 4.494, 0.343)  0.251
H (0.808, 5.939, -1.081)  0.237
H (2.805, 4.904, -2.185)  0.237
H (3.270, 2.503, -1.785)  0.202
N (2.927, 4.229, 4.052)  -0.357
C (2.040, 3.675, 3.558)  0.374
N (0.988, 3.105, 2.983)  -0.577
C (1.019, 1.952, 2.437)  0.308
N (2.154, 1.190, 2.389)  -0.664
O (0.229, -1.203, -1.689)  -0.645
N (-0.172, -0.728, -2.857)  0.070
C (-1.102, -1.405, -3.549)  0.040
C (-1.532, -0.946, -4.773)  -0.221
C (-0.996, 0.225, -5.291)  -0.154
C (-0.045, 0.907, -4.554)  -0.208
C (0.345, 0.418, -3.325)  0.043
H (-1.459, -2.300, -3.064)  0.238
H (-2.279, -1.511, -5.310)  0.243
H (-1.320, 0.598, -6.252)  0.238
H (0.391, 1.829, -4.909)  0.240
H (1.063, 0.883, -2.670)  0.242

The net charge is +1. The LUMO energy is -2.5 eV. Its highest occupied orbital energy is -9.7 eV. For the HOMO-LUMO gap, the calculation gives 7.23 eV. The value obtained for the total energy is -6701.624694 Ha. The calculation puts the energy relative to the best compared isomer or geometry (same formula, charge and spin) at 95.3 kJ/mol.